[1]
99
Properties=species:S:1:pos:R:3:lowdin_charge:R:1 method="wB97M-V/def2-TZVPD" lumo_energy_ev=-2.07 total_charge=+1 orbital_gap_ev=6.881 homo_energy_ev=-8.9 spin_multiplicity=1
C -6.64 -3.03 2.86 -0.0651
N -6.33 -1.82 2.13 -0.1999
C -7.51 -1.14 1.63 -0.0614
C -5.06 -1.44 1.79 -0.2171
C -4.80 -0.21 1.11 -0.0137
C -3.52 0.16 0.73 -0.0369
C -2.42 -0.67 0.99 -0.1858
C -1.01 -0.20 0.62 -0.2385
C 0.09 -1.20 0.98 0.0077
C 1.34 -0.93 1.48 -0.1033
C 2.30 -2.03 1.79 -0.1683
C 1.99 -3.39 1.54 -0.0243
C 2.93 -4.40 1.72 -0.0172
C 4.26 -4.11 2.13 -0.2249
N 5.21 -5.09 2.22 -0.2055
C 6.64 -4.83 2.15 -0.0635
C 4.90 -6.50 2.35 -0.0645
C 4.56 -2.76 2.45 -0.0123
C 3.58 -1.79 2.35 -0.0372
C 1.76 0.48 1.76 -0.1836
C 0.93 1.39 2.44 -0.0508
C 1.25 2.73 2.56 -0.0156
C 2.51 3.19 2.11 -0.2454
N 2.89 4.49 2.31 -0.2181
C 4.28 4.87 2.47 -0.0707
C 1.97 5.60 2.16 -0.0678
C 3.40 2.27 1.49 -0.0100
C 3.01 0.96 1.30 -0.0471
C -2.63 -1.83 1.75 -0.0310
C -3.92 -2.24 2.09 -0.0098
H -6.02 -3.13 3.76 0.0917
H -7.70 -2.98 3.18 0.0861
H -6.53 -3.94 2.24 0.0977
H -7.29 -0.10 1.38 0.0661
H -7.94 -1.65 0.75 0.1016
H -8.28 -1.15 2.42 0.0899
H -5.63 0.46 0.88 0.0897
H -3.39 1.11 0.19 0.1176
H -0.87 0.68 1.26 0.1053
H -0.21 -2.23 0.76 0.0912
H 1.00 -3.68 1.18 0.1001
H 2.66 -5.43 1.50 0.0986
H 6.84 -3.83 1.77 0.0812
H 7.11 -4.97 3.14 0.0963
H 7.10 -5.56 1.47 0.0920
H 3.85 -6.64 2.62 0.0788
H 5.11 -7.04 1.42 0.0940
H 5.54 -6.95 3.12 0.0937
H 5.56 -2.49 2.78 0.1040
H 3.83 -0.79 2.69 0.1054
H -0.01 1.03 2.89 0.1249
H 0.57 3.42 3.07 0.1168
H 4.83 4.05 2.96 0.0949
H 4.75 5.09 1.49 0.0903
H 4.34 5.78 3.09 0.0917
H 0.96 5.25 1.91 0.0657
H 1.93 6.20 3.09 0.0944
H 2.32 6.27 1.35 0.0917
H 4.38 2.60 1.14 0.1100
H 3.68 0.27 0.77 0.1226
H -1.77 -2.43 2.06 0.1089
H -4.05 -3.21 2.59 0.0998
C -0.56 -3.00 -3.62 -0.0702
C -1.76 -2.19 -4.07 -0.2128
N -1.45 -0.77 -4.24 -0.0960
C -2.01 -0.13 -5.41 -0.1317
C -1.27 1.13 -5.78 -0.1321
N -0.88 1.87 -4.62 -0.0561
C -0.47 3.20 -4.93 -0.1353
C 0.25 3.86 -3.77 -0.1350
N -0.29 3.49 -2.48 -0.0937
C 0.01 4.43 -1.40 -0.2111
C -1.21 4.83 -0.58 -0.0666
C -0.58 2.17 -2.22 -0.1063
C -0.59 1.60 -0.95 0.0546
N -0.92 0.29 -0.74 -0.0129
C -1.15 -0.52 -1.82 0.0519
C -1.16 -0.02 -3.13 -0.1063
C -0.89 1.36 -3.35 -0.0370
H -0.87 -4.04 -3.52 0.0848
H 0.27 -2.93 -4.34 0.0875
H -0.17 -2.65 -2.66 0.0572
H -2.15 -2.56 -5.02 0.1238
H -2.55 -2.25 -3.31 0.1219
H -1.95 -0.82 -6.26 0.1309
H -3.08 0.11 -5.26 0.1395
H -0.37 0.89 -6.39 0.1416
H -1.91 1.79 -6.39 0.1361
H 0.22 3.16 -5.78 0.1358
H -1.34 3.81 -5.23 0.1402
H 1.32 3.62 -3.82 0.1405
H 0.15 4.94 -3.88 0.1292
H 0.79 4.00 -0.75 0.1171
H 0.43 5.33 -1.88 0.1208
H -0.91 5.57 0.16 0.0735
H -1.98 5.28 -1.23 0.0858
H -1.66 3.97 -0.07 0.0631
H -0.43 2.18 -0.04 0.1226
H -1.49 -1.53 -1.59 0.1336

***

[2]
12
Properties=species:S:1:pos:R:3:lowdin_charge:R:1 method="wB97M-V/def2-TZVPD" e_above_lowest_kj_mol=115.2 lumo_energy_ev=-1.70 smiles="[H]/N=C1/N=CC=C1C=O" orbital_gap_ev=8.478 homo_energy_ev=-10.2 spin_multiplicity=1
H -0.95 -1.77 0.51 0.0649
N -1.46 -1.26 -0.25 0.2211
C -0.78 -0.21 -0.40 -0.3703
N -1.09 0.80 -1.38 0.1132
C -0.15 1.69 -1.29 -0.1066
C 0.90 1.34 -0.28 0.0479
C 0.54 0.14 0.27 -0.1533
C 1.10 -0.61 1.31 -0.2323
O 0.69 -1.70 1.68 0.0528
H -0.09 2.58 -1.93 0.1140
H 1.77 1.96 -0.07 0.1136
H 1.95 -0.13 1.84 0.1352

***

[3]
52
Properties=species:S:1:pos:R:3:lowdin_charge:R:1 method="wB97M-V/def2-TZVPD" lumo_energy_ev=0.47 orbital_gap_ev=10.010 homo_energy_ev=-9.5 spin_multiplicity=1
C 2.19 3.65 -0.73 -0.0648
C 1.78 2.31 -0.15 -0.2173
N 0.71 1.62 -0.88 -0.0574
C -0.62 2.21 -0.68 -0.2355
C -1.71 1.11 -0.68 -0.1842
Si -1.89 0.25 0.97 0.4882
C -0.40 0.56 2.10 -0.2129
C -0.43 -0.30 3.32 -0.3071
N -1.34 -0.34 4.20 0.1045
C -2.12 -1.61 0.83 -0.1743
C -1.30 -2.29 -0.28 -0.1106
C 0.11 -2.62 0.12 -0.4074
F 0.22 -2.84 1.46 0.1112
F 0.91 -1.53 -0.15 0.0925
C 0.75 -3.84 -0.62 -0.3348
F -0.10 -4.30 -1.57 0.1355
F 0.97 -4.85 0.26 0.1494
C 2.08 -3.53 -1.34 -0.3159
F 2.42 -4.67 -2.01 0.1427
F 1.90 -2.55 -2.27 0.1466
C 3.28 -3.16 -0.39 -0.5044
F 2.87 -3.03 0.88 0.1713
F 3.82 -2.00 -0.79 0.1795
F 4.23 -4.11 -0.44 0.1673
O -3.31 0.81 1.70 -0.4050
Si -3.42 2.40 2.19 0.5459
C 1.09 1.32 -2.20 -0.4846
C 0.07 1.29 -3.32 0.0138
O 2.25 1.04 -2.44 0.0622
H 2.45 3.59 -1.78 0.0739
H 3.07 4.01 -0.21 0.0780
H 1.41 4.39 -0.60 0.0721
H 1.41 2.49 0.85 0.0977
H 2.63 1.64 -0.05 0.1164
H -0.62 2.73 0.27 0.0932
H -0.87 2.97 -1.42 0.1103
H -1.48 0.44 -1.50 0.0468
H -2.66 1.60 -0.91 0.0813
H 0.46 0.27 1.49 0.0626
H -0.26 1.61 2.34 0.0705
H 0.41 -0.97 3.46 0.0995
H -2.08 0.31 3.97 0.0153
H -1.98 -2.10 1.78 0.0826
H -3.17 -1.77 0.58 0.0888
H -1.23 -1.66 -1.16 0.1112
H -1.84 -3.18 -0.61 0.1239
H -2.46 2.65 3.29 -0.0477
H -3.18 3.32 1.06 -0.0506
H -4.77 2.64 2.71 -0.0634
H -0.63 2.11 -3.30 0.0756
H -0.46 0.35 -3.33 0.0805
H 0.65 1.37 -4.23 0.0874